1:
Computed, not measured: 2 unconnected molecules or ions with the total composition C3H7N6O2, with ωB97M-V with the def2-TZVPD basis set.

Geometry as XYZ:
```
18
Properties=species:S:1:pos:R:3
C 0.17 -0.04 -1.16
C -2.11 0.14 -1.10
C 0.59 0.95 2.05
N -1.47 -1.72 1.76
N -0.74 -0.89 2.02
N 1.40 0.03 -0.65
N -0.88 0.51 -0.59
N -0.23 0.00 2.60
N 2.43 -0.49 -1.25
O 2.50 -0.46 -2.48
O 3.36 -0.94 -0.57
H 0.04 -0.60 -2.16
H -2.50 0.87 -1.82
H -2.21 -0.78 -1.89
H -2.77 -0.20 -0.26
H 1.66 0.70 1.89
H 0.20 1.09 0.94
H 0.55 1.84 2.68
```

Properties
Orbital gap   8.580 eV
Total charge   -1

2:
Computed, not measured: a gas-phase ion, C3H7N6O2 (charge -1), with ωB97M-V with the def2-TZVPD basis set.

Geometry as XYZ:
```
18
Properties=species:S:1:pos:R:3
C 0.79 1.24 -1.30
N 0.11 1.03 0.00
N -0.45 2.02 0.59
N -1.43 1.78 1.27
C -1.88 0.16 0.69
N -2.86 0.37 -0.29
N -4.07 0.01 -0.08
O -4.42 -0.55 0.99
O -4.87 0.27 -0.95
N -0.72 -0.16 0.02
C 0.25 -1.05 0.77
H 1.22 0.38 -1.63
H 0.15 1.76 -1.92
H 1.68 1.99 -1.29
H -2.03 -0.36 1.56
H 0.75 -0.50 1.61
H -0.48 -1.83 1.28
H 0.97 -1.67 0.19
```

Properties
SMILES string   CN1N=N[C@@H](N=[N+]([O-])[O-])N1C
Orbital gap   7.429 eV
Total charge   -1

Short version: 1 is the most stable of them.

1:
Computed, not measured: a gas-phase ion, C4H6NO (charge +1), with ωB97M-V with the def2-TZVPD basis set.

Geometry as XYZ:
```
12
Properties=species:S:1:pos:R:3
C -0.79 -0.44 -0.10
C -0.92 0.86 0.22
C 0.42 -1.28 -0.42
C -0.85 2.15 0.65
N 1.61 -0.83 0.24
O -2.01 1.85 0.19
H -1.64 -0.85 -0.52
H 0.14 -2.28 -0.07
H 0.59 -1.26 -1.39
H -0.49 3.16 0.93
H 1.49 0.25 0.34
H 2.43 -1.32 -0.07
```

Properties
Orbital gap (alpha / beta)   6.237 / 6.238 eV
Total charge   +1

2:
Computed, not measured: a gas-phase ion, C4H6NO (charge +1), with ωB97M-V with the def2-TZVPD basis set.

Geometry as XYZ:
```
12
Properties=species:S:1:pos:R:3
C -2.82 -0.44 -0.30
N -1.82 -0.10 0.13
C -0.62 0.40 0.64
O -0.18 1.45 -0.02
C 0.53 0.25 -0.37
C 1.99 -0.10 -0.11
H -3.68 -0.96 -0.61
H -0.55 0.22 1.91
H 0.10 -0.23 -1.26
H 2.22 -1.14 -0.29
H 2.13 0.16 0.89
H 2.69 0.50 -0.62
```

Properties
SMILES string   C#[N+][C@@H]1O[C@H]1C
Orbital gap   10.514 eV
Total charge   +1

Short version: 2 is the most stable of them.

1:
Computed, not measured: 4 unconnected molecules or ions with the total composition C4H14NOS2, with ωB97M-V with the def2-TZVPD basis set.

Geometry as XYZ:
```
22
Properties=species:S:1:pos:R:3
N 1.27 1.08 -2.05
C -0.04 0.51 -1.89
C 0.13 -0.37 -0.60
C -1.21 1.47 -1.50
S -0.87 2.59 -0.15
S -0.07 -1.34 2.06
C -0.15 -3.13 2.13
H 1.41 1.94 -1.52
H -1.23 0.51 0.79
H 1.46 1.31 -3.02
H -0.37 -0.06 -2.76
H 1.15 -0.28 -0.25
H -0.25 -1.40 -0.59
H -0.54 0.23 0.24
H -1.47 2.16 -2.33
H -2.03 0.84 -1.17
H -1.11 -3.34 2.61
H 0.74 -3.53 2.60
H -0.16 -3.58 1.12
H 0.93 0.81 2.53
H 0.95 2.04 1.56
O 1.48 1.53 2.20
```

Properties
Orbital gap   4.414 eV
Total charge   +1

2:
Computed, not measured: 2 unconnected molecules or ions with the total composition C4H14NOS2, with ωB97M-V with the def2-TZVPD basis set.

Geometry as XYZ:
```
22
Properties=species:S:1:pos:R:3
N 1.22 -0.39 -0.59
C -0.11 -0.30 -1.33
C -0.11 -1.25 -2.50
C -1.23 -0.48 -0.31
S -2.31 0.91 -0.03
S -1.18 2.50 0.30
C -0.53 2.46 2.01
H 1.87 -1.10 -0.93
H 1.73 0.48 -0.69
H 1.16 -0.55 0.43
H -0.18 0.72 -1.66
H -0.55 -2.24 -2.42
H 0.89 -1.39 -2.94
H -0.60 -0.78 -3.36
H -1.86 -1.30 -0.68
H -0.93 -0.96 0.61
H -0.06 1.51 2.18
H -1.32 2.71 2.73
H 0.12 3.31 2.02
H 0.66 -1.68 2.38
H 2.02 -1.16 2.70
O 1.29 -1.03 2.08
```

Properties
Orbital gap   8.978 eV
Total charge   +1

Short version: 2 is the most stable of them.

1:
Computed, not measured: a gas-phase ion, C3H2Br2NO2 (charge -1), with ωB97M-V with the def2-TZVPD basis set.

Geometry as XYZ:
```
10
Properties=species:S:1:pos:R:3
O 1.71 -0.77 -1.11
N 0.78 -0.34 -0.35
C -0.59 -0.84 -0.53
O -1.30 -0.50 0.61
C -0.74 0.57 1.30
Br -1.44 2.33 0.37
C 0.81 0.51 0.62
Br 2.35 1.36 1.19
H -1.01 -0.38 -1.45
H -0.57 -1.93 -0.65
```

Properties
SMILES string   [O-]N1COC(Br)=C1Br
Orbital gap   6.612 eV
Total charge   -1

2:
Computed, not measured: a molecular structure, C3H2Br2NO2, with ωB97M-V with the def2-TZVPD basis set.

Geometry as XYZ:
```
10
Properties=species:S:1:pos:R:3
C -0.55 0.90 -0.63
C -1.37 1.96 -0.04
C 1.20 0.48 0.41
N -0.96 0.11 -1.45
O -1.29 3.17 -0.43
O -1.79 1.30 0.95
Br 1.38 -1.40 0.16
Br 2.62 1.56 -0.20
H 0.94 0.76 1.43
H -0.78 -0.88 -1.40
```

Properties
Orbital gap   7.339 eV
Total charge   -1

Short version: 2 is the most stable of them.

1:
Computed, not measured: C5H8N2O in the gas phase, with ωB97M-V with the def2-TZVPD basis set.

Geometry as XYZ:
```
16
Properties=species:S:1:pos:R:3
C -1.34 -0.08 0.06
C -0.22 0.94 0.38
C -1.13 -1.60 0.13
C 1.00 1.27 -0.53
C 2.59 -0.37 0.39
N 0.56 -1.62 -0.30
N 1.55 -1.07 0.21
O 2.30 0.93 0.13
H -2.29 0.21 0.58
H -1.68 0.22 -1.04
H -0.77 1.73 0.72
H 0.35 0.54 1.24
H -1.37 -2.13 1.05
H -1.56 -2.17 -0.75
H 0.92 0.88 -1.59
H 1.07 2.33 -0.68
```

Properties
Orbital gap (alpha / beta)   7.481 / 7.084 eV
2S+1   3

2:
Computed, not measured: C5H8N2O in the gas phase, with ωB97M-V with the def2-TZVPD basis set.

Geometry as XYZ:
```
16
Properties=species:S:1:pos:R:3
C -0.58 -1.17 0.35
C 0.37 -0.19 -0.10
C 0.12 1.26 0.08
C -1.11 -2.25 -0.42
C 1.10 2.21 -0.48
N -0.85 -0.98 1.61
N 0.74 0.49 1.10
O -0.18 0.13 2.09
H 1.32 -0.33 -0.69
H -0.96 1.55 0.26
H -0.30 -3.01 -0.69
H -1.58 -1.97 -1.41
H -1.91 -2.79 0.15
H 1.70 1.56 -1.07
H 1.57 2.60 0.32
H 0.56 2.90 -1.10
```

Properties
Orbital gap (alpha / beta)   6.322 / 8.279 eV
2S+1   3

Short version: 1 is the most stable of them.

1:
Computed, not measured: a molecular structure, C7H9O2S, with ωB97M-V with the def2-TZVPD basis set.

Geometry as XYZ:
```
19
Properties=species:S:1:pos:R:3
C 0.55 -0.05 1.08
C 1.02 -0.67 -0.01
C -0.87 -0.01 1.32
C -1.63 -0.63 0.21
C -0.71 -1.18 -0.85
C 1.57 0.31 2.32
C -0.09 0.97 -2.55
O 2.04 -0.95 -0.49
O -1.35 0.54 2.35
S -0.88 -0.61 -2.51
H -2.48 -1.29 0.64
H -2.08 0.23 -0.31
H -0.45 -2.24 -0.89
H 2.54 0.32 1.95
H 1.45 -0.28 3.19
H 1.19 1.27 2.65
H -0.07 1.41 -3.65
H 0.93 1.11 -2.37
H -0.68 1.76 -2.07
```

Properties
Orbital gap   7.097 eV
Total charge   -1

2:
Computed, not measured: a gas-phase ion, C7H9O2S (charge -1), with ωB97M-V with the def2-TZVPD basis set.

Geometry as XYZ:
```
19
Properties=species:S:1:pos:R:3
C 0.59 -1.27 1.16
C 0.14 -2.09 0.24
C 0.92 0.12 0.99
C -0.63 -1.72 -0.99
C 1.32 0.71 -0.15
C -1.31 -0.61 -0.91
C 1.35 2.20 -0.26
O -2.02 1.76 0.14
O -3.41 -0.31 0.50
S -2.03 0.34 0.58
H 1.10 -1.76 2.01
H 0.33 -3.12 0.36
H 0.88 0.70 1.96
H -0.48 -2.28 -1.98
H 1.12 0.00 -1.02
H -1.75 -0.20 -1.80
H 1.66 2.65 0.66
H 0.27 2.40 -0.42
H 1.95 2.46 -1.07
```

Properties
Orbital gap   7.240 eV
Total charge   -1

Short version: 1 is the most stable of them.

1:
Computed, not measured: C7H14N2O5 in the gas phase, with ωB97M-V with the def2-TZVPD basis set.

Geometry as XYZ:
```
28
Properties=species:S:1:pos:R:3
C -1.19 -2.77 -1.81
C -1.14 -2.01 -0.50
O -0.30 -2.71 0.34
C -0.60 -0.59 -0.56
N -0.67 -0.05 0.79
C 0.13 0.74 1.51
O -0.12 0.92 2.63
C 1.44 1.18 0.87
N 1.13 1.60 -0.53
C 2.08 2.23 1.79
O 2.76 1.58 2.91
C -1.51 0.34 -1.42
O -2.16 1.28 -0.96
O -1.63 0.00 -2.73
H -1.19 -3.81 -1.64
H -0.24 -2.52 -2.41
H -2.01 -2.31 -2.43
H -2.15 -2.00 -0.05
H -0.27 -2.20 1.15
H 0.43 -0.62 -0.90
H -1.59 -0.01 1.23
H 2.03 0.25 0.87
H 0.71 2.51 -0.54
H 1.95 1.62 -1.11
H 2.83 2.84 1.31
H 1.23 2.89 2.19
H 2.13 0.93 3.25
H -2.09 0.70 -3.23
```

Properties
SMILES string   C[C@@H](O)[C@H](NC(=O)[C@@H](N)CO)C(=O)O
Orbital gap   10.189 eV

2:
Computed, not measured: C7H14N2O5 in the gas phase, with ωB97M-V with the def2-TZVPD basis set.

Geometry as XYZ:
```
28
Properties=species:S:1:pos:R:3
C -3.47 1.07 0.97
C -2.38 1.17 -0.12
O -1.70 2.42 -0.26
C -1.29 -0.05 0.18
N -0.11 0.23 -0.53
C 1.10 -0.28 0.03
O 1.07 -1.04 1.05
C 2.44 0.19 -0.69
N 2.68 1.55 -0.95
C 3.59 -0.61 0.07
O 3.71 0.02 1.32
C -1.84 -1.41 -0.27
O -2.75 -1.91 0.41
O -1.44 -2.02 -1.34
H -3.65 -0.02 1.05
H -4.34 1.66 0.56
H -3.10 1.57 1.96
H -2.82 0.89 -1.18
H -1.92 2.90 0.71
H -1.02 -0.10 1.24
H -0.02 1.22 -0.93
H 2.39 -0.24 -1.72
H 3.50 1.72 -1.57
H 2.64 2.06 -0.06
H 3.35 -1.70 0.18
H 4.58 -0.37 -0.58
H 3.31 -0.74 2.05
H -0.75 -1.54 -1.78
```

Properties
SMILES string   C[C@@H](O)[C@H](NC(=O)[C@@H](N)CO)C(=O)O
Orbital gap   9.757 eV

3:
Computed, not measured: C7H14N2O5 in the gas phase, with ωB97M-V with the def2-TZVPD basis set.

Geometry as XYZ:
```
28
Properties=species:S:1:pos:R:3
C 3.77 0.53 -0.47
C 2.49 1.01 0.13
O 2.03 2.31 -0.37
C 1.31 0.01 -0.25
N 0.06 0.62 0.22
C -1.13 -0.05 0.02
O -1.12 -1.25 -0.35
C -2.41 0.62 0.40
N -2.43 2.10 0.54
C -3.52 0.16 -0.54
O -3.88 -1.18 -0.40
C 1.47 -1.38 0.33
O 1.15 -1.67 1.46
O 1.99 -2.29 -0.51
H 3.64 0.11 -1.51
H 4.43 1.40 -0.57
H 4.25 -0.22 0.18
H 2.50 1.02 1.20
H 2.55 2.95 0.07
H 1.26 -0.14 -1.33
H -0.02 1.59 0.28
H -2.69 0.19 1.39
H -1.87 2.39 1.35
H -2.14 2.56 -0.32
H -3.16 0.40 -1.56
H -4.44 0.75 -0.36
H -3.05 -1.66 -0.47
H 2.14 -3.09 0.01
```

Properties
SMILES string   C[C@@H](O)[C@H](NC(=O)[C@@H](N)CO)C(=O)O
Orbital gap   9.831 eV

Short version: 3 is the most stable of them.

1:
Computed, not measured: a molecular structure, C48H39ClCrF4N6OP, with ωB97M-V with the def2-TZVPD basis set.

Geometry as XYZ:
```
101
Properties=species:S:1:pos:R:3
Cr 1.01 0.50 -2.12
C 2.67 -0.77 -4.54
N 2.30 0.57 -4.08
C 1.76 1.29 -5.24
C 3.51 1.29 -3.60
C 3.97 0.79 -2.24
N 2.84 0.89 -1.34
C 3.07 0.82 0.00
C 2.13 1.37 0.88
F 1.02 1.94 0.35
C 2.26 1.34 2.25
F 1.29 1.90 3.01
C 3.36 0.76 2.86
C 4.30 0.21 2.01
F 5.38 -0.41 2.53
C 4.17 0.24 0.64
F 5.12 -0.39 -0.10
H 3.32 -0.72 -5.42
H 1.78 -1.35 -4.79
H 3.22 -1.30 -3.76
H 2.48 1.29 -6.07
H 1.55 2.32 -4.98
H 0.84 0.82 -5.59
H 3.25 2.35 -3.52
H 4.32 1.20 -4.34
H 4.81 1.41 -1.91
H 4.38 -0.23 -2.33
H 3.47 0.72 3.93
C 0.55 -0.25 11.19
O 1.25 -1.12 10.31
C 0.95 -1.06 9.00
C -0.01 -0.21 8.44
C -0.23 -0.24 7.07
C 0.48 -1.10 6.25
C 1.44 -1.94 6.82
C 1.67 -1.92 8.17
C 0.28 -1.14 4.80
N 1.09 -1.72 3.94
C 0.53 -1.48 2.72
C -0.64 -0.75 2.84
N -0.79 -0.54 4.18
C -1.45 -0.43 1.73
C -2.72 0.28 1.94
C -3.04 1.40 1.28
C -2.12 2.06 0.33
N -1.76 1.68 -0.82
C -1.00 -0.76 0.47
C 0.31 -1.31 0.32
N 0.87 -1.35 -0.93
C 1.99 -2.05 -1.09
C 2.68 -2.68 -0.05
C 2.23 -2.49 1.23
C 1.04 -1.79 1.43
H 0.94 -0.46 12.18
H -0.53 -0.45 11.17
H 0.73 0.80 10.94
H -0.57 0.47 9.06
H -0.96 0.45 6.67
H 2.00 -2.60 6.17
H 2.41 -2.57 8.62
H -1.52 -0.03 4.64
H -3.38 -0.06 2.73
H -3.94 1.94 1.54
H -1.70 3.00 0.68
H 2.41 -2.06 -2.09
H 3.59 -3.23 -0.27
H 2.77 -2.85 2.09
Cl 0.57 2.94 -2.49
C -0.86 3.09 -3.51
C -1.11 4.35 -4.03
C -2.20 4.51 -4.86
C -3.02 3.44 -5.17
C -2.75 2.19 -4.63
C -1.66 2.00 -3.78
P -1.33 0.41 -2.98
C -2.33 0.46 -1.41
C -3.80 0.73 -1.62
C -4.76 -0.07 -1.17
C -4.45 -1.31 -0.47
C -3.19 -1.65 -0.22
C -1.99 -0.86 -0.67
C -1.96 -0.86 -4.10
C -3.10 -1.63 -3.85
C -3.50 -2.60 -4.76
C -2.79 -2.80 -5.92
C -1.65 -2.04 -6.18
C -1.24 -1.09 -5.27
H -0.46 5.18 -3.79
H -2.41 5.49 -5.28
H -3.87 3.56 -5.83
H -3.39 1.35 -4.86
H -4.04 1.66 -2.11
H -5.80 0.20 -1.32
H -5.26 -1.95 -0.14
H -2.97 -2.56 0.33
H -1.50 -1.52 -1.40
H -3.67 -1.48 -2.95
H -4.38 -3.19 -4.55
H -3.11 -3.55 -6.63
H -1.09 -2.20 -7.09
H -0.35 -0.51 -5.48
```

Properties
Orbital gap (alpha / beta)   6.770 / 6.893 eV
2S+1   5
Total charge   +1

2:
Computed, not measured: a molecular structure, C48H39ClCrF4N6OP, with ωB97M-V with the def2-TZVPD basis set.

Geometry as XYZ:
```
101
Properties=species:S:1:pos:R:3
Cr 1.49 -0.61 0.47
C 0.22 2.11 3.28
N 1.27 1.76 2.33
C 1.40 2.86 1.39
C 2.52 1.48 3.03
C 3.51 0.66 2.19
N 2.96 -0.62 1.80
C 3.53 -1.76 2.23
C 2.80 -2.98 2.14
F 1.56 -2.95 1.55
C 3.27 -4.20 2.57
F 2.49 -5.28 2.43
C 4.53 -4.33 3.13
C 5.29 -3.18 3.21
F 6.53 -3.26 3.71
C 4.83 -1.95 2.76
F 5.73 -0.94 2.80
H 0.42 3.07 3.77
H 0.14 1.35 4.05
H -0.73 2.17 2.76
H 2.26 2.69 0.74
H 1.54 3.82 1.89
H 0.51 2.91 0.78
H 2.28 0.89 3.92
H 3.02 2.40 3.35
H 4.41 0.58 2.80
H 3.77 1.22 1.28
H 4.91 -5.28 3.46
C -12.11 -1.15 1.24
O -11.31 -1.11 0.08
C -9.96 -1.07 0.20
C -9.25 -1.07 -1.00
C -7.87 -1.04 -1.00
C -7.16 -1.01 0.21
C -7.88 -0.99 1.41
C -9.26 -1.02 1.41
C -5.72 -1.00 0.26
N -5.00 -0.91 1.36
C -3.70 -0.91 0.96
C -3.63 -1.01 -0.44
N -4.92 -1.08 -0.86
C -2.40 -1.09 -1.14
C -2.25 -1.35 -2.51
C -0.98 -1.49 -3.01
C 0.12 -1.29 -2.17
N 0.02 -0.97 -0.88
C -1.23 -0.93 -0.35
C -1.29 -0.83 1.06
N -0.08 -0.81 1.70
C -0.10 -0.98 3.02
C -1.26 -1.08 3.77
C -2.49 -0.98 3.15
C -2.52 -0.88 1.76
H -13.13 -1.23 0.89
H -12.00 -0.25 1.84
H -11.86 -2.03 1.85
H -9.80 -1.10 -1.92
H -7.36 -1.03 -1.95
H -7.33 -0.95 2.33
H -9.78 -1.02 2.35
H -5.24 -1.18 -1.80
H -3.12 -1.49 -3.14
H -0.81 -1.75 -4.04
H 1.11 -1.39 -2.58
H 0.87 -1.05 3.49
H -1.19 -1.23 4.84
H -3.42 -1.02 3.70
Cl 3.08 -2.18 -0.89
C 4.33 -1.42 -1.81
C 5.35 -2.19 -2.34
C 6.32 -1.58 -3.12
C 6.27 -0.22 -3.36
C 5.26 0.55 -2.80
C 4.27 -0.05 -2.02
P 2.92 0.91 -1.23
C 1.78 1.16 -2.63
C 2.08 0.88 -3.96
C 1.13 1.11 -4.94
C -0.12 1.61 -4.61
C -0.42 1.91 -3.29
C 0.52 1.68 -2.31
C 3.73 2.56 -1.20
C 3.17 3.67 -1.83
C 3.78 4.90 -1.75
C 4.94 5.06 -1.01
C 5.52 3.96 -0.38
C 4.92 2.72 -0.48
H 5.39 -3.25 -2.15
H 7.12 -2.17 -3.54
H 7.02 0.25 -3.98
H 5.23 1.62 -2.98
H 3.04 0.48 -4.23
H 1.36 0.89 -5.97
H -0.86 1.77 -5.38
H -1.38 2.32 -3.03
H 0.29 1.88 -1.27
H 2.26 3.56 -2.41
H 3.35 5.75 -2.26
H 5.41 6.03 -0.93
H 6.42 4.07 0.19
H 5.40 1.86 -0.02
```

Properties
Orbital gap (alpha / beta)   6.021 / 6.129 eV
2S+1   5
Total charge   +1

Short version: 2 is the most stable of them.